# 1
19
Properties=species:S:1:pos:R:3:forces:R:3 method="wB97M-V/def2-TZVPD" mol_weight_g_mol=205.051 gap_ha=0.3825 charge=0 smiles="CC1(C)[C@@H]2COC(=O)[C@@]21Br" e_above_lowest_kcal_mol=3.3
C -1.06724 -0.01486 -1.26814 1.393 0.605 0.979
C -0.12121 -0.57533 -0.24163 0.476 -0.067 0.007
C -0.33138 -2.09538 -0.23003 0.975 1.275 4.013
C 0.07972 0.06841 1.11580 0.236 1.222 -1.962
C -0.33838 1.57243 1.28213 -0.642 -0.265 -0.846
O 0.55446 2.21845 0.34077 -0.517 1.273 0.458
C 1.43909 1.45899 -0.29092 1.582 -1.170 -0.713
O 2.30514 1.88138 -1.01558 -0.807 0.250 0.451
C 1.29197 -0.01794 0.02901 -3.235 1.001 1.890
Br 2.85634 -1.02799 0.15724 0.184 -0.212 -0.016
H -0.63756 0.81839 -1.73109 0.613 1.455 -0.960
H -1.97541 0.33781 -0.83847 -1.015 -0.299 0.241
H -1.12416 -0.77986 -1.97751 -0.946 -0.840 -1.364
H -0.09112 -2.60247 -1.13573 0.210 -0.255 -0.595
H -1.41243 -2.11391 0.02546 0.633 -0.903 -0.142
H 0.33972 -2.43029 0.68243 -1.577 -0.204 -1.918
H -0.11299 -0.57219 1.91326 0.360 -1.013 1.410
H -1.41376 1.80987 0.83616 2.047 -0.667 1.250
H -0.24079 2.06452 2.34685 0.031 -1.186 -2.182

***

# 2
17
Properties=species:S:1:pos:R:3:forces:R:3 method="wB97M-V/def2-TZVPD" mol_weight_g_mol=128.602 gap_ha=0.3382 charge=0 smiles="CC1=C[C@H](Cl)CC=C1" e_above_lowest_kcal_mol=36.9
C -2.25438 -0.07166 1.60985 -1.289 3.874 4.079
C -1.17951 -0.17971 0.69715 -0.520 -0.311 -1.606
C 0.09072 -0.29703 1.11747 -2.380 0.382 0.556
C 1.08692 -0.44227 0.06874 2.205 -0.631 0.461
Cl 1.91226 1.26726 0.00119 -0.066 -0.958 -0.325
C 0.63100 -0.90994 -1.36076 -1.329 -1.335 -0.151
C -0.82157 -0.61987 -1.66528 -1.495 1.002 -0.830
C -1.66919 -0.29657 -0.67482 0.754 -0.265 -2.629
H -2.74987 1.00997 1.80401 1.254 -1.948 -1.070
H -3.10350 -0.68025 1.49653 -0.763 -1.223 -0.261
H -1.72765 -0.19622 2.54911 -0.878 -0.483 0.914
H 0.23802 -0.20770 2.26319 0.478 -0.257 -2.312
H 1.82285 -1.14980 0.56457 -0.079 0.990 -1.446
H 1.21619 -0.51384 -2.20611 0.342 -0.359 0.743
H 0.54275 -2.06651 -1.42286 1.122 1.581 0.290
H -1.34665 -0.64166 -2.71734 1.875 -0.286 1.855
H -2.70452 -0.19518 -1.10545 0.770 0.227 1.733

***

# 3
25
Properties=species:S:1:pos:R:3:forces:R:3 method="wB97M-V/def2-TZVPD" mol_weight_g_mol=312.964 gap_ha=0.3334 charge=0 smiles="C=CNC(=O)OCCC(=O)O.ClC(Cl)(Cl)Cl"
C 3.33310 -1.21783 -1.06500 0.014 0.160 0.358
C 2.63404 -0.10770 -0.78689 0.241 -0.495 -0.118
N 1.42590 -0.09887 -0.02998 0.657 -0.059 -0.290
C 0.45787 0.69185 -0.70584 0.183 0.248 0.285
O 0.32560 1.86334 -0.52061 -0.104 0.111 -0.044
O -0.24813 -0.03330 -1.59479 -0.471 -0.301 0.850
C -1.65394 0.30510 -1.69972 0.079 -0.349 -0.949
C -2.43894 -1.00306 -1.54544 0.119 0.289 0.240
C -3.79419 -0.76543 -0.93446 -0.379 -0.080 -0.172
O -4.41942 0.24956 -1.03239 0.191 0.171 0.213
O -4.28433 -1.86382 -0.27886 0.678 -0.095 0.274
H 3.40362 -2.03366 -0.35072 -0.904 -0.444 -0.474
H 3.85030 -1.33694 -2.00795 0.927 0.567 0.489
H 2.98177 0.87036 -1.10613 -0.681 -0.036 -0.729
H 1.09422 -1.04880 0.07506 -0.016 -0.031 -0.174
H -1.79240 0.68381 -2.71120 -0.123 0.345 0.196
H -1.93466 1.05486 -0.96604 0.099 0.040 -0.013
H -1.87355 -1.67198 -0.89806 -0.083 -0.141 -0.115
H -2.58215 -1.47920 -2.51740 0.072 -0.155 0.101
H -4.55402 -1.60370 0.61275 -0.500 0.069 -0.257
Cl 2.18469 0.75612 2.53310 -0.102 0.254 0.313
C 2.01712 1.70744 4.01021 0.130 -0.070 0.012
Cl 1.45423 3.32755 3.59559 -0.007 0.016 0.004
Cl 0.83905 0.93207 5.07954 -0.004 -0.006 0.012
Cl 3.57424 1.82223 4.84522 -0.017 -0.009 -0.013

***

# 4
20
Properties=species:S:1:pos:R:3:forces:R:3 method="wB97M-V/def2-TZVPD" mol_weight_g_mol=170.623 gap_ha="0.2854 / 0.2855" charge=+1
C 0.45482 -1.02409 -0.49910 1.773 1.826 2.625
C 1.41938 -2.03216 -0.10275 0.048 1.369 0.539
C 1.22295 0.30148 -0.48130 -1.348 -1.710 0.581
C -0.57305 -0.79381 0.60931 -2.989 0.169 0.643
C 2.44710 -0.00878 0.06443 -0.930 1.220 -0.552
C -1.03174 1.22121 -0.66821 0.479 -1.395 -1.006
C -2.66425 0.46460 0.98818 -0.495 -2.045 -0.887
N 2.46334 -1.41236 0.31263 2.656 1.258 -1.369
N 0.39255 1.36047 -0.61847 1.698 1.096 -0.378
N -1.43189 0.17033 0.27608 2.587 0.401 0.414
Cl 3.76718 1.07170 0.32193 -0.473 -0.821 0.163
H -0.15033 -1.27817 -1.26706 -1.637 -0.666 -3.042
H 1.32699 -3.06096 0.00082 -0.256 -1.663 -0.108
H -1.49683 2.15647 -0.50353 -0.352 0.943 0.853
H -1.38851 0.97392 -1.65462 0.019 -0.534 -0.679
H -2.71184 1.37277 1.55300 0.442 0.450 0.355
H -3.42376 0.47771 0.18941 -0.078 0.127 0.506
H -2.78722 -0.45503 1.55533 -0.563 0.399 0.531
H 3.41194 -1.79504 0.40510 -0.677 -0.435 0.690
H 0.75318 2.28974 -0.48117 0.096 0.013 0.122

***

# 5
17
Properties=species:S:1:pos:R:3:forces:R:3 method="wB97M-V/def2-TZVPD" mol_weight_g_mol=112.147 gap_ha=0.3768 charge=0 e_above_lowest_kcal_mol=58.1
C 0.65088 1.54445 0.08078 -1.204 3.356 -0.584
C 1.10454 0.33992 -0.02565 0.817 -3.135 -0.671
C 2.57127 -0.05809 0.21037 -0.836 -1.832 0.752
C 0.26836 -0.73340 -0.71628 0.756 -0.306 -1.452
C -0.91579 -1.21154 -0.31722 -0.094 -0.428 -1.294
C -1.91810 -0.70939 0.70391 3.135 -3.889 1.163
C -2.68156 0.26582 0.41599 -2.647 3.222 -1.214
F -2.45488 1.01155 -0.76594 -0.819 -1.017 1.750
H -0.37058 1.77790 -0.35738 1.474 -0.063 0.887
H 1.34265 2.39240 0.35915 -1.065 -0.967 0.027
H 3.12686 0.69621 0.87517 -0.604 -1.334 -1.361
H 2.67541 -1.20921 0.56105 -0.305 2.839 -0.205
H 2.84179 -0.16794 -0.84263 1.176 0.495 0.160
H 0.64609 -1.16787 -1.81179 -0.540 1.060 3.259
H -1.26167 -2.01465 -1.02799 -0.229 0.802 1.094
H -2.01788 -1.30151 1.67446 -0.216 0.993 -1.504
H -3.60738 0.54534 0.98400 1.202 0.204 -0.806

***

# 6
19
Properties=species:S:1:pos:R:3:forces:R:3 method="wB97M-V/def2-TZVPD" mol_weight_g_mol=144.145 spin_multiplicity=3 gap_ha="0.3344 / 0.3525" charge=0 e_above_lowest_kcal_mol=0.0
C -1.77864 -1.11676 -0.04822 0.444 -0.031 -0.507
C -0.76692 -1.64791 -0.83723 -0.046 0.040 -0.040
C -0.66400 1.29238 -0.08156 0.889 0.888 -0.013
C -2.62097 -2.10764 0.59129 0.371 2.670 -0.412
C -1.79246 0.40311 -0.08829 -1.956 -2.739 1.008
C 2.90583 0.64254 0.21537 -0.452 0.047 -0.047
C 1.66639 1.50598 0.08767 0.335 0.412 0.006
O -0.76017 2.50274 -0.11289 -0.151 -0.432 0.023
O 0.52657 0.64905 -0.00184 -0.423 -0.030 0.033
F -2.98740 0.98992 0.09376 0.702 -0.173 -0.104
H -0.12482 -1.03302 -1.43597 0.130 0.081 -0.083
H -0.61223 -2.71017 -0.88737 -0.026 -0.250 0.020
H -2.42718 -3.14077 0.39526 0.119 -0.278 -0.042
H -3.44567 -1.82479 1.21855 -0.170 -0.004 0.138
H 3.00511 -0.00570 -0.65130 0.076 -0.067 -0.075
H 3.78354 1.27835 0.28594 0.099 0.044 0.006
H 2.84159 0.02375 1.10649 0.056 -0.062 0.081
H 1.70533 2.13774 -0.80753 -0.007 -0.062 0.176
H 1.54609 2.16120 0.95787 0.011 -0.055 -0.172

***

# 7
21
Properties=species:S:1:pos:R:3:forces:R:3 method="wB97M-V/def2-TZVPD" mol_weight_g_mol=278.073 gap_ha=0.2083 charge=+1 e_above_lowest_kcal_mol=16.8
C 1.96354 2.04364 0.54708 0.843 0.260 -0.158
C 2.05857 1.74826 -0.82294 -3.050 0.053 -0.340
C 1.27455 1.26648 1.43338 0.856 -0.615 -0.349
C 1.14594 0.74832 -1.25446 1.318 -1.235 -2.646
C 0.59018 0.01039 1.02891 0.388 2.747 0.631
C 0.59022 -0.13197 -0.37746 -1.404 -2.503 -1.559
C -0.28025 -1.33891 -0.92326 1.305 -0.254 2.071
N -1.19950 -1.89635 0.02215 0.823 -1.701 0.960
N -2.56526 -0.17532 -0.24318 0.737 -0.546 -0.255
N -2.44365 -1.36299 0.21788 -1.433 1.161 0.531
O -3.27674 -1.99704 0.87486 0.903 -0.271 -0.566
I -4.40303 0.65014 -0.11721 -0.020 -0.145 0.181
H 2.55987 2.90016 0.77806 0.064 0.320 1.099
H 2.53621 2.48928 -1.50377 0.001 -1.147 0.461
H 1.44770 1.37648 2.47636 -0.314 0.621 0.793
H 1.01395 0.41794 -2.34417 0.386 1.078 1.498
H 1.14272 -0.75833 1.53716 0.034 -0.944 0.451
H -0.79836 -0.87748 -1.65617 -1.927 1.232 -2.768
H 0.19090 -2.22547 -1.35820 0.871 0.599 0.074
H -1.07764 -2.88926 0.32558 -0.768 1.480 -0.339
H -0.46991 0.00202 1.35940 0.387 -0.190 0.233

***

# 8
21
Properties=species:S:1:pos:R:3:forces:R:3 method="wB97M-V/def2-TZVPD" mol_weight_g_mol=278.073 gap_ha=0.2502 charge=+1 e_above_lowest_kcal_mol=24.9
C 2.60622 0.61968 -1.48250 -0.507 -0.464 2.107
C 1.44906 0.10005 -1.99247 -0.608 -0.445 0.193
C 2.84243 0.57837 -0.09306 0.750 0.072 -0.417
C 0.46985 -0.43575 -1.07716 -0.638 -1.362 -1.683
C 1.85736 0.13038 0.77331 -1.054 -0.182 -0.725
C 0.60759 -0.41934 0.30725 4.225 1.854 -2.028
C -0.36771 -0.95709 1.21586 -0.473 -2.468 0.984
N -1.41100 0.08858 1.38802 0.640 -0.568 1.013
N -3.23647 0.79602 0.14691 -0.496 5.450 2.766
N -2.40369 -0.13203 0.55728 -1.182 0.910 -0.068
O -2.60658 -1.21114 0.08300 0.147 -1.347 -0.262
I -5.02358 0.07114 -0.72151 0.733 0.752 0.465
H 3.38203 1.00610 -2.07573 0.722 0.308 -0.976
H 1.47471 0.07043 -3.10135 -1.054 -0.320 0.886
H 3.90180 0.82959 0.17304 -1.409 -0.015 0.474
H -0.36417 -1.10653 -1.46078 0.928 1.256 0.092
H 1.95895 0.19298 1.82650 0.569 -0.106 0.925
H -0.94922 -1.79905 0.68254 1.422 1.071 1.478
H 0.13444 -1.34890 2.18195 -1.382 0.981 -1.293
H -1.16097 0.99660 1.83386 -0.856 -0.705 -1.071
H -3.16106 1.92991 0.83507 -0.478 -4.674 -2.860

***

# 9
17
Properties=species:S:1:pos:R:3:forces:R:3 method="wB97M-V/def2-TZVPD" mol_weight_g_mol=107.156 gap_ha=0.3591 charge=0 e_above_lowest_kcal_mol=106.6
C -0.92547 -2.25223 -1.09360 -0.173 0.062 0.344
C -0.22713 -1.25967 -0.51824 -1.119 -1.948 0.265
C -0.23112 0.17600 -0.74290 -0.040 1.349 1.630
C -0.62591 1.16916 0.60711 -1.008 -1.067 0.258
C 1.13406 0.89083 -0.26304 -0.893 0.825 -1.246
C 1.33169 0.33998 1.10880 0.736 -0.971 -0.149
C 0.20223 0.57446 1.77240 -0.455 -1.012 -1.236
H -0.93028 -3.32627 -0.78269 0.306 1.226 -0.025
H -1.66715 -2.01544 -1.84208 0.146 -0.016 -0.506
H 0.29027 -1.48362 0.40982 0.313 -0.436 -0.411
H -0.74909 0.62186 -1.64390 0.805 -0.742 0.808
H -1.68652 1.46310 0.79096 0.903 -0.029 -0.205
H -0.24090 2.42776 -0.81704 1.851 -0.320 1.226
H 2.06328 0.95780 -0.83747 -0.454 0.189 -0.319
H 2.10295 -0.43599 1.16325 -0.025 0.668 1.017
H -0.16696 0.03111 2.63717 0.066 0.508 0.035
N 0.32607 2.12117 0.05146 -0.960 1.714 -1.485

***

# 10
17
Properties=species:S:1:pos:R:3:forces:R:3 method="wB97M-V/def2-TZVPD" mol_weight_g_mol=107.156 gap_ha=0.3255 charge=0 smiles=Cc1[nH]cc2c1CC2 e_above_lowest_kcal_mol=63.2
C -0.63427 -2.03784 -1.24772 -3.693 1.609 0.799
C -0.10565 -1.04280 -0.23316 -0.409 -2.199 -0.893
N 0.67727 -1.43407 0.81971 0.648 -1.032 -0.016
C 1.10068 -0.28736 1.52279 2.297 -2.528 2.366
C 0.50449 0.76457 0.95479 0.510 0.158 0.953
C -0.22476 0.27517 -0.09709 -1.646 1.220 -1.825
C -0.57275 1.64375 -0.60436 0.139 1.424 -2.257
C 0.21458 2.19327 0.62607 -0.309 1.231 0.467
H -1.04232 -1.39551 -2.11198 0.973 -1.226 0.944
H 0.12229 -2.75840 -1.55182 -0.451 -0.215 -0.056
H -1.70693 -2.46644 -0.78614 3.064 0.356 -1.253
H 0.94565 -2.44824 0.91974 -0.179 2.089 0.277
H 1.87508 -0.48104 2.31930 -1.168 0.620 -0.885
H -0.10140 1.90983 -1.62309 -0.662 -0.394 1.476
H -1.60841 2.04674 -0.61829 0.417 -0.733 -0.088
H -0.54487 2.69212 1.28313 1.121 -0.227 -0.149
H 1.10130 2.82625 0.42812 -0.652 -0.152 0.139